Here is C11H16O2S in the gas phase at a distorted geometry from the OMol25 dataset. Energies are from ωB97M-V/def2-TZVPD.

Last column: natural (NBO) charge in e.
Element x y z (Å)
C1 0.12787 -1.65469 1.68922  -0.335
C2 -0.45806 -2.83277 2.03596  0.079
C3 0.09198 -2.92293 -0.03907  0.093
C4 0.42735 -1.64818 0.33819  -0.152
C5 0.04700 1.76731 -1.33281  -0.432
C6 0.98698 2.36652 -0.23565  -0.502
C7 1.01100 1.49248 2.43499  -0.543
C8 0.77129 -0.42019 -0.41187  0.188
C9 -0.53719 0.35154 -0.98879  -0.049
C10 -1.65326 0.71901 0.08753  -0.613
C11 -1.03342 -0.29151 -2.28185  -0.632
O1 -0.40924 -3.66315 0.98261  -0.392
O2 1.73870 -0.47172 -1.38806  -0.738
S1 1.46787 0.99882 0.93900  0.352
H1 0.09777 -0.70625 2.34964  0.232
H2 -0.86493 -3.23881 2.99362  0.209
H3 0.17104 -3.38957 -0.92785  0.190
H4 -0.81867 2.41719 -1.47387  0.214
H5 0.82416 1.74305 -2.12717  0.225
H6 1.94951 2.49366 -0.77107  0.230
H7 0.54680 3.13597 0.33871  0.228
H8 0.01365 1.82850 2.61073  0.184
H9 1.87084 1.63945 3.15680  0.193
H10 -2.56830 0.83742 -0.45763  0.218
H11 -1.28421 1.61153 0.67103  0.197
H12 -1.74640 -0.04351 0.78159  0.219
H13 -1.43756 -1.35168 -2.23210  0.216
H14 -0.21075 -0.47935 -3.00191  0.229
H15 -1.77197 0.33511 -2.76228  0.210
H16 2.65017 -0.62325 -0.97761  0.480

Computed properties:
relative energy (zero: lowest compared OMol25 entry of this formula, charge and spin) = 0.00 kJ/mol
spin multiplicity = 3
HOMO (spin up / spin down) = -4.560 / -8.489 eV
HOMO-LUMO gap (spin up / spin down) = 5.2 / 7.5 eV

=====

Here is a molecular structure, C11H17B2N7Ti at a distorted geometry from the OMol25 dataset. Energies are from ωB97M-V/def2-TZVPD.

Last column: natural (NBO) charge in e.
Element x y z (Å)
C1 -0.33576 3.10059 0.38913  0.030
N1 -0.16113 1.83273 -0.08708  -0.416
N2 0.09771 1.92504 -1.43354  -0.298
C2 0.00298 3.20790 -1.80385  0.081
C3 -0.25238 3.97924 -0.68474  -0.305
B1 0.34211 0.66203 -2.29821  0.517
N3 1.42908 -0.23759 -1.68779  -0.301
N4 1.40061 -0.61282 -0.35240  -0.444
C4 2.50679 -1.40941 -0.15675  0.020
C5 3.15836 -1.61331 -1.37909  -0.296
C6 2.43486 -0.87087 -2.33931  0.095
Ti1 -0.23040 -0.09029 0.73057  1.657
N5 -0.94185 -0.17792 -2.25262  -0.314
N6 -1.44740 -0.60478 -1.03122  -0.446
C7 -2.60291 -1.27913 -1.33405  0.016
C8 -2.83928 -1.24470 -2.72367  -0.308
C9 -1.75934 -0.53494 -3.26469  0.070
H1 -3.18152 -1.73499 -0.53469  0.236
H2 -1.47492 -0.24337 -4.26062  0.257
H3 -3.65120 -1.66850 -3.30681  0.274
H4 0.65613 1.00433 -3.41137  0.014
H5 2.51834 -0.80151 -3.39498  0.258
H6 0.11297 3.44581 -2.83333  0.253
H7 4.00660 -2.23526 -1.58961  0.272
H8 -0.34397 5.04515 -0.66539  0.268
H9 2.77756 -1.76883 0.82914  0.238
H10 -0.49179 3.27260 1.43925  0.239
H11 -0.94941 -2.12129 0.79331  0.230
C10 -0.37992 -2.32811 1.74067  -0.856
H12 0.32176 -3.16340 1.59960  0.295
H13 0.21515 -1.46544 2.15192  0.187
H14 -1.06187 -2.68973 2.53069  0.287
B2 0.06033 0.19860 5.60266  -0.342
C11 0.05549 0.44099 4.00832  0.380
N7 0.00424 0.57649 2.83058  -0.547
H15 -1.07753 0.23378 5.99426  0.072
H16 0.68159 0.91813 6.35597  0.315
H17 0.39992 -0.94720 5.82974  0.312

Computed properties:
relative energy (zero: lowest compared OMol25 entry of this formula, charge and spin) = 0.00 kJ/mol
spin multiplicity = 3
HOMO (spin up / spin down) = -15.463 / -15.475 eV
net charge = +2
HOMO-LUMO gap (spin up / spin down) = 7.4 / 3.3 eV